# 1
Formula: C4H8NO4
Source: the OMol25 dataset
Level of theory: wB97M-V/def2-TZVPD

**Multiplicity**: 1
**Energy above the lowest of the compared OMol25 structures with the same formula, charge and spin**: 28.8 kcal/mol
**E_tot**: -13959.7646 eV
**Total charge**: -1

Each line ends with the Löwdin charge.
CARTESIAN COORDINATES (ANGSTROEM)
C 1.443 -1.135 -0.596  -0.367
N 0.272 -0.694 -1.104  0.044
C -2.207 -0.871 -0.998  -0.062
C -0.925 -0.651 -0.226  -0.302
C -0.960 0.481 0.828  -0.659
O -1.873 0.652 1.635  -0.019
O 0.061 1.239 0.631  -0.106
O 1.547 -2.141 0.098  -0.010
H 2.347 -0.646 -0.918  0.112
H 0.350 0.189 -1.591  0.125
H -2.765 -1.773 -0.661  0.073
H -1.894 -1.105 -2.028  0.070
H -2.926 -0.073 -0.803  0.071
H -0.740 -1.516 0.451  0.141
H 1.334 2.625 0.108  0.003
H 2.489 1.623 -0.042  -0.006
O 2.298 2.565 -0.020  -0.107

***

# 2
Formula: C21H23BiNO5PS
Source: the OMol25 dataset
Level of theory: wB97M-V/def2-TZVPD

**Multiplicity**: 1
**Energy above the lowest of the compared OMol25 structures with the same formula, charge and spin**: 0.0 kcal/mol
**E_tot**: -59842.9934 eV

Each line ends with the Löwdin charge.
CARTESIAN COORDINATES (ANGSTROEM)
Bi 2.378 1.151 0.321  1.690
O 1.256 1.197 3.896  -0.300
S 2.446 0.843 3.174  0.326
O 3.520 0.258 3.914  -0.282
O 2.034 -0.125 1.988  -0.596
O 2.931 2.012 2.294  -0.541
N 0.228 1.563 -2.527  0.116
C -0.012 0.299 -3.024  -0.333
C -0.231 0.126 -4.398  -0.039
C -0.415 -1.131 -4.937  -0.083
C -0.389 -2.262 -4.128  -0.092
C -0.172 -2.110 -2.772  -0.081
C 0.009 -0.847 -2.202  -0.314
P 0.391 -0.668 -0.443  1.016
C 0.872 -2.330 0.111  -0.380
C 2.187 -2.734 -0.123  -0.104
C 2.634 -3.966 0.324  -0.070
C 1.771 -4.804 1.017  -0.073
C 0.460 -4.414 1.244  -0.067
C 0.008 -3.180 0.794  -0.070
C -1.183 -0.271 0.372  -0.351
C -2.336 -0.074 -0.383  -0.076
C -3.525 0.279 0.242  -0.078
C -3.565 0.445 1.618  -0.082
C -2.414 0.256 2.374  -0.065
C -1.223 -0.097 1.758  -0.086
H 0.045 2.336 -3.143  0.098
H 0.143 1.781 -1.539  0.024
H -0.245 1.003 -5.038  0.110
H -0.576 -1.233 -6.004  0.106
H -0.530 -3.248 -4.552  0.102
H -0.147 -2.984 -2.133  0.104
H 2.864 -2.082 -0.669  0.101
H 3.659 -4.266 0.145  0.108
H 2.123 -5.759 1.385  0.106
H -0.218 -5.066 1.780  0.107
H -1.015 -2.877 0.975  0.109
H -2.313 -0.207 -1.458  0.104
H -4.420 0.425 -0.349  0.105
H -4.491 0.732 2.102  0.106
H -2.429 0.394 3.447  0.115
H -0.328 -0.221 2.352  0.090
C -1.224 3.537 0.997  -0.039
C 0.248 3.266 1.256  -0.520
C 1.081 4.533 1.171  -0.057
O 0.668 2.318 0.258  -0.534
H -1.624 4.180 1.784  0.088
H -1.789 2.604 0.987  0.054
H -1.355 4.039 0.034  0.084
H 0.357 2.821 2.246  0.111
H 1.029 4.946 0.160  0.082
H 2.124 4.330 1.429  0.065
H 0.703 5.279 1.874  0.086

***

# 3
Formula: C6H14P2
Source: the OMol25 dataset
Level of theory: wB97M-V/def2-TZVPD

**Multiplicity**: 1
**Structure (SMILES)**: CC(C)(C)CC#P.P
**Energy above the lowest of the compared OMol25 structures with the same formula, charge and spin**: 55.2 kcal/mol
**E_tot**: -25023.3538 eV

Each line ends with the Löwdin charge.
CARTESIAN COORDINATES (ANGSTROEM)
C 1.686 1.186 0.585  -0.059
C 0.990 -0.013 -0.031  -0.626
C 0.145 -0.618 1.046  -0.078
C 2.045 -1.033 -0.540  -0.054
C 0.148 0.289 -1.306  -0.274
C -0.871 1.370 -1.243  -0.642
P -2.223 2.075 -1.415  0.781
H 2.719 1.329 0.214  0.093
H 1.629 1.243 1.652  0.068
H 1.153 2.143 0.400  0.082
H -0.334 -1.505 0.747  0.073
H -0.610 -0.066 1.452  0.022
H 0.896 -0.781 1.802  0.089
H 1.423 -1.857 -0.932  0.087
H 2.570 -0.649 -1.447  0.094
H 2.671 -1.238 0.298  0.075
H 0.870 0.423 -2.144  0.113
H -0.334 -0.690 -1.658  0.136
P -3.997 -0.856 0.881  0.611
H -4.530 0.480 0.758  -0.176
H -3.419 -0.899 -0.335  -0.254
H -2.628 -0.333 1.216  -0.160